No. 1
This record from the OMol25 dataset describes a structure of composition C36H23F9LiN2OPS4. The level of theory is ωB97M-V with the def2-TZVPD basis set.

CARTESIAN COORDINATES (ANGSTROEM)
Li -3.642 0.776 -0.503
C -0.857 2.855 0.164
N -2.254 2.582 -0.110
C -3.005 3.598 -0.340
C -4.393 3.473 -0.628
C -5.333 4.470 -0.927
C -6.530 3.792 -1.177
C -6.237 2.424 -1.017
N -4.957 2.227 -0.687
C -0.586 3.173 1.620
C 0.507 3.953 1.983
C 0.794 4.202 3.320
C -0.020 3.676 4.314
C -1.119 2.903 3.959
C -1.398 2.651 2.624
H -0.464 3.672 -0.457
H -0.291 1.956 -0.098
H -2.586 4.616 -0.337
H -5.155 5.537 -0.954
H -7.485 4.224 -1.441
H -6.903 1.579 -1.130
H 1.142 4.369 1.207
H 1.652 4.810 3.584
H 0.201 3.865 5.358
H -1.755 2.482 4.727
H -2.252 2.048 2.343
O -3.521 -6.354 -0.008
C -3.591 -5.143 -0.096
S -2.212 -4.108 -0.467
C -3.056 -2.561 -0.422
C -4.380 -2.575 -0.150
S -5.440 -1.228 -0.002
S -5.054 -4.200 0.117
S -2.138 -1.110 -0.768
F 7.096 1.443 -1.630
C 6.264 1.244 -2.676
F 6.267 2.383 -3.396
F 6.863 0.307 -3.449
C 4.893 0.833 -2.242
C 4.762 -0.130 -1.244
C 3.503 -0.539 -0.847
C 2.349 -0.001 -1.424
C 2.508 0.958 -2.419
C 3.768 1.376 -2.837
P 0.544 -0.480 -1.012
C 0.781 -2.192 -1.651
C 0.306 -2.428 -2.940
C 0.461 -3.664 -3.543
C 1.084 -4.691 -2.847
C 1.549 -4.478 -1.559
C 1.402 -3.233 -0.968
C 1.302 -6.027 -3.483
F 0.604 -6.188 -4.622
F 2.608 -6.221 -3.812
F 0.975 -7.050 -2.671
C 0.804 -0.611 0.809
C 0.204 -1.590 1.598
C 0.336 -1.574 2.979
C 1.058 -0.560 3.592
C 1.636 0.443 2.826
C 1.508 0.412 1.449
C 1.219 -0.509 5.078
F 2.521 -0.603 5.452
F 0.772 0.651 5.608
F 0.569 -1.500 5.714
H 5.649 -0.547 -0.783
H 3.412 -1.290 -0.071
H 1.620 1.389 -2.870
H 3.872 2.123 -3.612
H -0.219 -1.635 -3.459
H 0.081 -3.839 -4.540
H 2.012 -5.289 -1.011
H 1.776 -3.082 0.036
H -0.401 -2.358 1.133
H -0.137 -2.343 3.574
H 2.177 1.252 3.303
H 1.960 1.206 0.865

Computed properties:
E_tot = -120031.82546 eV
Total charge = -2
Strongest force on any atom = 0.65 eV Å⁻¹
Gap between HOMO and LUMO = 4.6933 eV

***

No. 2
This record from the OMol25 dataset describes a cluster of 4 separate species, C5H19N2O4 in total. The level of theory is ωB97M-V with the def2-TZVPD basis set.

CARTESIAN COORDINATES (ANGSTROEM)
N -0.212 0.248 -2.087
C 0.229 0.592 -0.777
C 1.372 -0.198 -0.057
C 1.894 -1.500 -0.788
O 0.816 -2.198 -1.378
C -0.974 0.731 0.193
N -0.717 1.873 1.100
C -1.788 2.431 1.761
H 0.466 0.501 -2.808
H -0.184 -0.798 -2.098
H 0.771 1.632 -0.783
H 0.895 -0.740 0.787
H 2.063 0.538 0.262
H 2.633 -2.123 -0.119
H 2.645 -1.336 -1.722
H -1.860 0.965 -0.334
H -0.843 -0.175 0.851
H 0.022 1.650 1.784
H -1.461 3.209 2.449
H -2.327 1.611 2.291
H -2.393 3.029 1.010
H -1.012 -3.897 -0.169
H 0.112 -2.795 -0.414
O -0.606 -3.269 0.333
H 0.339 -3.160 1.606
H 0.710 -2.605 2.996
O 0.922 -3.258 2.441
H -0.312 2.929 -1.355
H -0.735 2.760 -2.846
O -0.466 3.352 -2.130

Computed properties:
Relative energy (zero: lowest compared OMol25 entry of this formula, charge and spin) = 243.6 kJ/mol
E_tot = -16662.19098 eV
Total charge = -1
Strongest force on any atom = 5.49 eV Å⁻¹
Gap between HOMO and LUMO = 7.8397 eV

***

No. 3
This record from the OMol25 dataset describes a cluster of 5 separate species, C30H75N5O10 in total. The level of theory is ωB97M-V with the def2-TZVPD basis set.

CARTESIAN COORDINATES (ANGSTROEM)
C 5.970 2.249 -0.469
O 5.491 3.603 -0.438
C 4.140 3.707 -0.837
C 4.077 4.061 -2.327
N 2.672 4.131 -2.738
C 2.452 4.591 -4.106
C 1.622 3.568 -4.847
O 2.431 2.415 -5.018
C 1.781 1.340 -5.585
H 7.029 2.335 -0.247
H 5.791 1.694 -1.391
H 5.434 1.753 0.345
H 3.730 4.567 -0.298
H 3.510 2.866 -0.524
H 4.707 3.350 -2.881
H 4.494 5.048 -2.528
H 2.261 3.225 -2.559
H 3.436 4.712 -4.575
H 2.042 5.601 -4.205
H 1.278 3.908 -5.830
H 0.765 3.279 -4.224
H 2.473 0.498 -5.680
H 1.276 1.506 -6.547
H 1.016 0.827 -4.972
C -1.244 -2.187 -0.269
O -0.355 -1.188 0.221
C 0.926 -1.168 -0.408
C 0.855 -0.607 -1.832
N 2.082 -0.774 -2.616
C 3.267 -0.186 -1.921
C 4.456 -1.117 -2.091
O 4.045 -2.346 -1.460
C 4.923 -3.403 -1.772
H -0.924 -3.225 -0.382
H -1.668 -1.758 -1.179
H -2.035 -2.213 0.477
H 1.391 -2.156 -0.481
H 1.493 -0.514 0.247
H 0.633 0.464 -1.797
H -0.029 -1.016 -2.325
H 2.392 -1.746 -2.558
H 3.086 0.163 -0.903
H 3.476 0.741 -2.478
H 5.373 -0.832 -1.575
H 4.626 -1.266 -3.160
H 4.466 -4.384 -1.642
H 5.815 -3.418 -1.141
H 5.231 -3.349 -2.820
C -6.077 -3.623 3.264
O -4.709 -3.588 3.496
C -3.912 -2.716 2.741
C -2.493 -2.721 3.318
N -2.216 -1.581 4.202
C -3.003 -1.541 5.417
C -2.753 -2.770 6.298
O -3.646 -2.673 7.387
C -3.526 -3.649 8.375
H -6.382 -3.741 2.215
H -6.566 -2.707 3.629
H -6.523 -4.458 3.804
H -4.303 -1.695 2.840
H -3.802 -3.010 1.689
H -1.849 -2.565 2.450
H -2.256 -3.726 3.663
H -2.215 -0.741 3.647
H -4.074 -1.465 5.189
H -2.738 -0.669 6.013
H -1.738 -2.656 6.700
H -2.886 -3.740 5.816
H -2.591 -3.443 8.916
H -3.448 -4.682 8.006
H -4.354 -3.671 9.081
C -7.151 4.976 -4.696
O -6.828 4.249 -3.536
C -5.565 4.579 -2.996
C -4.436 3.914 -3.778
N -4.245 2.561 -3.298
C -3.432 1.689 -4.132
C -3.103 0.365 -3.359
O -3.259 0.439 -1.972
C -2.395 1.340 -1.310
H -7.081 4.360 -5.599
H -6.511 5.845 -4.884
H -8.167 5.369 -4.621
H -5.508 4.206 -1.967
H -5.431 5.647 -2.792
H -3.491 4.448 -3.645
H -4.728 3.989 -4.835
H -5.068 2.107 -2.932
H -2.508 2.247 -4.293
H -3.974 1.396 -5.037
H -2.088 0.070 -3.651
H -3.750 -0.420 -3.744
H -2.795 1.600 -0.332
H -2.235 2.238 -1.905
H -1.435 0.870 -1.079
C 4.689 -5.163 1.934
O 3.995 -4.135 2.627
C 2.735 -3.797 2.071
C 2.264 -2.445 2.598
N 3.287 -1.442 2.435
C 3.047 -0.268 3.282
C 1.729 0.433 2.990
O 1.774 1.564 3.832
C 0.526 2.110 4.246
H 5.377 -5.567 2.688
H 5.310 -4.648 1.200
H 4.161 -6.063 1.614
H 2.055 -4.628 2.303
H 2.709 -3.776 0.972
H 1.883 -2.568 3.625
H 1.384 -2.259 1.969
H 4.151 -1.920 2.669
H 3.880 0.425 3.159
H 3.100 -0.542 4.344
H 0.900 -0.268 3.154
H 1.618 0.765 1.950
H 0.196 1.446 5.049
H -0.231 1.960 3.460
H 0.543 3.181 4.409

Computed properties:
SMILES = COCCNCCOC.COCCNCCOC.COCCNCCOC.COCCNCCOC.COCCNCCOC
Relative energy (zero: lowest compared OMol25 entry of this formula, charge and spin) = 156.4 kJ/mol
E_tot = -60242.74548 eV
Total charge = 0
Strongest force on any atom = 2.24 eV Å⁻¹
Gap between HOMO and LUMO = 9.1897 eV

***

No. 4
This record from the OMol25 dataset describes a structure of composition C27H30N7OReS. The level of theory is ωB97M-V with the def2-TZVPD basis set.

CARTESIAN COORDINATES (ANGSTROEM)
Re -0.121 0.524 -0.337
C 3.828 -0.963 -1.284
C 4.692 0.132 -1.228
C 4.160 1.374 -0.979
C 2.787 1.532 -0.780
N 1.955 0.455 -0.747
C 2.496 -0.769 -1.040
N 2.349 2.829 -0.691
C 1.147 3.231 -0.682
N -0.045 2.419 -0.630
C -1.169 3.334 -0.550
N -2.393 3.035 -0.417
C -2.956 1.779 -0.464
C -4.347 1.741 -0.461
C -5.014 0.550 -0.659
C -4.266 -0.605 -0.870
C -2.900 -0.526 -0.808
N -2.225 0.636 -0.571
C -0.646 4.689 -0.613
C -1.322 5.896 -0.597
C -0.552 7.049 -0.662
C 0.843 6.988 -0.737
C 1.514 5.771 -0.749
C 0.739 4.629 -0.689
H 4.186 -1.955 -1.523
H 5.753 0.013 -1.403
H 4.766 2.269 -0.966
H 1.804 -1.594 -1.072
H -4.869 2.679 -0.338
H -6.096 0.523 -0.675
H -4.738 -1.555 -1.080
H -2.292 -1.404 -0.950
H -2.401 5.940 -0.541
H -1.039 8.015 -0.654
H 1.410 7.908 -0.786
H 2.592 5.720 -0.810
C 3.077 -4.646 0.760
C 1.665 -4.245 0.329
C 1.026 -3.387 1.414
S -0.507 -2.522 1.082
O -0.166 -1.501 -0.071
C -1.594 -3.751 0.339
C -1.385 -4.118 -1.130
C -2.509 -5.057 -1.576
H 3.547 -5.256 -0.010
H 3.058 -5.232 1.679
H 3.708 -3.771 0.931
H 1.070 -5.144 0.175
H 1.697 -3.704 -0.619
H 1.703 -2.590 1.739
H 0.780 -3.972 2.307
H -2.595 -3.349 0.509
H -1.482 -4.616 1.003
H -0.424 -4.601 -1.277
H -1.381 -3.222 -1.752
H -2.519 -5.971 -0.981
H -2.369 -5.341 -2.617
H -3.489 -4.586 -1.481
N 1.040 0.333 2.417
C 0.838 0.654 3.698
C -0.376 1.318 3.784
C -0.858 1.371 2.490
N 0.005 0.764 1.649
H 1.857 -0.086 2.000
H 1.562 0.406 4.460
H -0.837 1.719 4.671
H -1.769 1.813 2.116

Computed properties:
Relative energy (zero: lowest compared OMol25 entry of this formula, charge and spin) = 89.3 kJ/mol
E_tot = -53903.84153 eV
Total charge = +3
Strongest force on any atom = 0.37 eV Å⁻¹
Multiplicity = 2
Expectation value of S² = 1.096
Gap between HOMO and LUMO (spin up / spin down) = 5.4054 / 5.9302 eV

***

> strongest force on any atom of number 2 (C5H19N2O4)?

5.49 eV Å⁻¹